{"formula": "C36H35F5N9OSSnTe", "method": "wB97M-V/def2-TZVPD", "elements": ["H", "C", "N", "N", "C", "C", "H", "C", "C", "H", "H", "C", "H", "C", "C", "O", "C", "H", "N", "N", "H", "F", "F", "C", "H", "C", "H", "C", "N", "Te", "C", "H", "H", "C", "C", "C", "C", "C", "C", "C", "H", "H", "F", "C", "H", "H", "C", "N", "H", "H", "F", "H", "C", "C", "C", "C", "C", "H", "F", "S", "C", "N", "H", "C", "H", "H", "H", "H", "C", "H", "H", "N", "H", "C", "H", "C", "C", "Sn", "H", "C", "H", "H", "H", "N", "C", "C", "H", "H", "H"], "coordinates": [[1.928, 3.001, -3.557], [1.339, 4.390, 2.595], [1.298, 2.327, -1.649], [-1.307, -2.700, -0.444], [1.463, 4.393, 1.214], [-5.354, -3.601, -0.227], [-3.140, 2.762, 3.482], [3.177, 1.375, -3.017], [-4.437, -3.743, 0.903], [5.544, 0.505, -5.262], [-2.011, -4.412, 2.128], [-1.769, 1.141, -1.183], [-6.294, -4.134, -0.175], [2.158, 2.160, 2.569], [-4.049, -0.703, -0.874], [1.769, -1.403, -2.343], [4.892, 0.291, -1.965], [1.122, 1.425, -3.511], [-1.665, -0.063, -0.379], [-2.034, -3.669, 1.451], [3.212, 2.881, -1.045], [2.281, -3.994, -1.545], [-0.818, -2.233, -3.117], [-4.095, 0.504, -1.753], [1.624, 3.200, 4.371], [-2.352, 2.046, 3.672], [-1.788, 3.152, -0.471], [-2.703, -2.325, -0.265], [-0.418, -0.751, 2.161], [3.008, -2.666, -2.821], [-0.995, -3.401, 0.572], [2.197, -2.962, 0.701], [-3.176, 2.251, -2.474], [-0.976, 0.241, 2.962], [1.948, 3.259, 0.576], [-0.342, 0.267, 4.211], [-2.830, -0.818, 0.047], [1.397, -2.439, 2.505], [0.507, -1.295, 2.892], [2.190, 3.229, -0.911], [-2.483, 1.146, 1.718], [1.256, -1.001, 4.862], [3.312, -1.664, -4.479], [-0.686, 1.170, 5.209], [-4.688, -4.440, 1.694], [1.147, -3.292, 3.156], [-1.043, 2.384, -0.699], [1.286, -2.794, 1.109], [0.723, -4.304, -0.168], [-3.324, -2.142, -2.431], [1.965, -3.708, -3.993], [-0.510, 2.147, 0.223], [3.830, 1.283, -4.243], [-3.081, 1.358, -1.866], [-3.762, -2.144, -1.436], [5.044, 0.634, -4.311], [1.702, 3.252, 3.293], [2.441, 1.244, 3.076], [3.338, -1.808, -0.224], [-1.145, -0.669, -3.179], [-0.050, 2.916, -1.735], [3.691, 0.876, -1.900], [-5.609, -3.056, -2.245], [-1.996, 1.147, 2.685], [0.964, 5.262, 3.116], [-4.970, -0.752, -0.289], [0.033, 4.007, -1.631], [1.193, 5.265, 0.631], [5.599, 0.137, -3.142], [2.115, 4.252, -1.313], [-5.021, 0.699, -2.282], [2.282, 2.154, 1.247], [6.551, -0.376, -3.142], [-4.985, -2.997, -1.362], [0.415, -4.700, 1.543], [-0.970, -0.067, -1.593], [1.831, 2.065, -2.979], [1.564, -0.712, -0.366], [-2.994, -0.577, 1.098], [-1.707, 2.058, 4.918], [-2.010, 2.780, 5.664], [3.368, 1.693, -5.133], [-0.188, 1.180, 6.170], [0.614, -0.731, 4.139], [-3.198, -3.245, 0.809], [0.396, -3.901, 0.788], [5.281, -0.089, -1.029], [2.432, -2.169, 2.734], [-0.455, 2.741, -2.735]], "forces_ev_per_a": [[0.0, 0.0, -0.1], [0.0, 0.0, 0.0], [-0.1, 0.2, 0.1], [-0.1, -0.1, -0.1], [0.0, 0.0, 0.0], [0.1, 0.0, -0.1], [0.0, 0.0, 0.0], [0.0, 0.1, -0.1], [0.0, 0.0, 0.0], [0.0, 0.0, 0.0], [0.0, -0.1, -0.1], [0.1, 0.2, 0.0], [0.0, 0.0, 0.0], [-0.1, 0.0, -0.1], [0.0, 0.1, -0.1], [-0.1, -0.3, 0.0], [-0.1, -0.1, 0.0], [0.0, 0.0, 0.0], [-0.1, 0.0, -0.4], [0.0, 0.2, 0.2], [-0.1, 0.0, 0.0], [-0.1, 0.0, 0.2], [0.1, 0.0, 0.0], [0.0, 0.0, 0.0], [0.0, 0.0, 0.0], [0.0, 0.0, 0.0], [0.1, 0.0, 0.0], [-0.1, -0.1, -0.2], [0.1, -0.2, 0.3], [-0.1, -0.1, -0.3], [-0.2, -0.1, -0.1], [0.3, -0.3, 0.1], [0.0, 0.0, 0.0], [0.1, 0.0, 0.0], [0.0, 0.0, 0.0], [0.0, 0.0, 0.0], [0.1, 0.0, 0.2], [-0.1, 0.0, 0.2], [-0.1, 0.1, 0.2], [0.0, -0.1, 0.0], [0.1, 0.2, 0.1], [0.0, 0.0, 0.0], [0.0, 0.0, 0.1], [0.0, 0.0, 0.0], [0.0, 0.0, 0.0], [0.1, 0.0, -0.1], [0.1, -0.1, 0.0], [0.2, -0.5, -0.1], [0.1, -0.1, 0.0], [0.1, 0.1, 0.0], [0.0, 0.1, 0.1], [0.0, 0.0, 0.0], [0.0, 0.0, 0.0], [0.0, -0.1, 0.0], [0.0, 0.0, 0.1], [0.0, 0.1, 0.0], [-0.1, 0.0, 0.0], [0.0, 0.0, 0.0], [0.4, 0.1, 0.1], [-0.1, 0.1, -0.1], [0.0, 0.1, 0.0], [0.0, -0.1, 0.0], [0.0, 0.0, 0.0], [0.0, 0.1, -0.1], [0.0, 0.0, 0.0], [0.0, 0.0, 0.0], [0.0, 0.0, 0.0], [0.0, 0.0, 0.0], [0.1, 0.0, 0.0], [0.0, 0.0, 0.0], [0.0, 0.0, 0.0], [0.0, 0.0, 0.0], [0.0, 0.0, 0.0], [0.0, 0.0, 0.1], [0.1, 0.1, 0.0], [-0.3, -0.2, 0.2], [0.0, 0.0, 0.1], [0.1, 0.7, -0.4], [-0.1, -0.2, -0.1], [0.0, 0.0, 0.0], [0.0, 0.0, 0.0], [0.0, 0.0, 0.0], [0.0, 0.0, 0.0], [-0.1, 0.0, 0.0], [0.0, -0.2, 0.0], [-0.3, 0.1, 0.0], [0.0, -0.1, 0.0], [0.0, 0.0, -0.1], [0.0, 0.0, 0.0]], "gap_ev": [7.07, 7.48], "fmax_ev_per_a": 0.835, "spin_multiplicity": 2, "de_lowest_kcal_mol": 13.2}

***

{"formula": "H2", "method": "wB97M-V/def2-TZVPD", "elements": ["H", "H"], "coordinates": [[0.000, 0.000, -0.904], [0.000, 0.000, 0.904]], "forces_ev_per_a": [[0.0, 0.0, 3.5], [0.0, 0.0, -3.5]], "gap_ev": 9.11, "fmax_ev_per_a": 3.544, "spin_multiplicity": 1, "de_lowest_kcal_mol": 101.1}

***

{"formula": "C10H15BFI2NO7S", "method": "wB97M-V/def2-TZVPD", "elements": ["H", "N", "C", "S", "H", "H", "O", "O", "C", "H", "I", "C", "H", "H", "O", "H", "H", "H", "O", "C", "F", "C", "C", "H", "I", "H", "H", "H", "O", "B", "O", "O", "H", "C", "C", "C", "H", "C"], "coordinates": [[1.674, -0.648, 0.938], [-1.252, -1.048, -3.219], [-0.371, -0.382, -0.847], [1.870, -0.434, -1.895], [1.326, -2.910, 0.887], [3.347, 1.010, 0.302], [1.401, 0.960, -1.326], [1.067, -2.721, 1.799], [1.369, 0.394, 1.007], [-2.500, 1.331, 2.319], [0.167, 3.629, -1.309], [-1.049, 2.324, 1.106], [-1.054, 0.365, 2.091], [0.841, 0.502, 1.951], [-1.739, 1.229, -2.329], [-2.161, -0.989, -3.669], [-1.041, 1.774, 3.171], [-0.548, -1.007, -3.949], [3.092, -0.874, -1.321], [0.455, 0.760, -0.176], [2.364, 2.569, 1.134], [-1.443, -1.162, -0.072], [-1.413, 1.378, 2.224], [-1.918, -0.513, 0.657], [-1.969, 4.166, 1.454], [-1.941, -3.025, 0.799], [-0.492, -3.116, -0.180], [-1.763, 1.550, -3.237], [0.707, -1.301, -1.248], [-1.135, 0.015, -2.224], [-0.738, -2.023, 2.881], [1.732, -0.374, -3.310], [3.131, 0.960, 2.054], [-0.245, -2.383, 1.848], [-1.016, -2.501, 0.552], [-0.256, 2.095, 0.058], [-2.226, -1.449, -0.779], [2.645, 1.212, 1.108]], "forces_ev_per_a": [[0.0, 0.0, 0.0], [-0.4, 0.6, -0.1], [-0.4, 0.2, -0.1], [0.0, -0.1, -0.2], [0.0, -0.1, 0.0], [-0.1, 0.1, -0.1], [0.0, -0.1, 0.3], [-0.2, 0.0, 0.0], [-0.1, -0.1, 0.2], [0.0, 0.0, 0.0], [0.1, 0.0, 0.0], [0.0, -0.3, 0.1], [0.1, 0.0, 0.1], [-0.1, 0.0, -0.1], [0.2, -0.1, 0.3], [0.1, 0.0, -0.2], [0.1, -0.1, 0.0], [0.2, -0.4, 0.2], [0.1, 0.0, 0.0], [0.6, 0.3, -0.5], [0.0, 0.1, 0.0], [0.2, -0.4, -0.1], [-0.2, 0.1, -0.1], [0.0, 0.0, 0.0], [-0.1, 0.1, 0.0], [0.1, 0.0, 0.1], [0.0, 0.1, 0.0], [-0.4, -0.1, 0.0], [0.0, 0.0, 0.2], [0.2, -0.1, -0.2], [0.1, 0.1, -0.1], [0.0, 0.0, 0.0], [0.0, 0.0, 0.0], [0.2, -0.1, 0.0], [-0.2, 0.0, 0.1], [-0.1, 0.1, -0.1], [0.0, 0.1, 0.0], [0.0, -0.2, 0.2]], "gap_ev": 8.92, "fmax_ev_per_a": 0.835, "spin_multiplicity": 1}

***

{"formula": "C4H14O2S", "method": "wB97M-V/def2-TZVPD", "elements": ["O", "C", "H", "C", "H", "H", "H", "H", "H", "O", "H", "H", "H", "H", "H", "C", "C", "H", "H", "S", "H"], "coordinates": [[1.445, -2.639, 2.054], [-1.095, 0.909, 1.310], [1.769, -2.722, 2.945], [0.348, 0.007, -0.779], [-0.834, -0.455, -4.091], [-1.575, -0.873, -2.525], [1.040, 2.478, 1.350], [0.483, -2.669, 1.972], [1.254, 0.207, -2.684], [1.630, 3.231, 1.513], [1.223, -0.480, -0.296], [-1.118, 0.847, -2.936], [-1.807, 1.723, 1.174], [0.860, -1.356, -2.451], [-0.925, 0.565, 2.332], [0.439, -0.381, -2.248], [-0.867, -0.216, -3.030], [-0.229, 1.622, 1.196], [1.664, 3.197, 2.477], [-1.145, -0.517, 0.155], [0.390, 1.063, -0.612]], "forces_ev_per_a": [[0.2, 0.2, -1.2], [1.4, 1.1, 0.3], [-0.5, -0.1, 0.5], [0.9, -1.7, 0.2], [0.3, -0.2, 0.0], [-0.5, 0.4, -0.3], [0.4, 0.3, -0.3], [0.3, 0.0, 0.6], [-0.2, 0.5, 0.0], [-0.3, -0.4, 0.4], [-0.5, 0.6, 0.0], [-0.6, -0.3, 0.0], [-1.1, -0.9, 0.2], [-0.3, -0.8, 0.7], [-0.8, 0.1, 0.0], [0.3, 0.2, -1.2], [0.5, 0.5, 0.7], [-0.3, -1.6, -0.5], [0.3, 0.3, 0.0], [0.3, 1.1, 0.3], [0.1, 0.6, -0.4]], "gap_ev": 9.37, "fmax_ev_per_a": 1.926, "spin_multiplicity": 1, "smiles": "CCCSC.O.O", "de_lowest_kcal_mol": 29.6}

***

{"formula": "C4H11N2", "method": "wB97M-V/def2-TZVPD", "elements": ["H", "H", "C", "H", "H", "H", "H", "N", "C", "H", "H", "C", "H", "C", "H", "N", "H"], "coordinates": [[1.319, -2.216, -1.165], [2.222, 0.529, -1.968], [-1.626, 1.400, 1.204], [0.223, -1.519, 0.541], [-1.698, -0.799, 1.420], [0.367, 1.232, -0.709], [-1.921, 2.048, 0.377], [1.913, -1.476, -1.521], [0.098, -0.434, 0.493], [-0.705, 1.835, 1.612], [-1.986, -0.166, -0.202], [1.642, -0.215, -1.431], [-2.390, 1.461, 1.977], [-1.388, -0.024, 0.702], [2.619, -1.804, -2.169], [0.700, 0.265, -0.588], [0.611, -0.117, 1.428]], "forces_ev_per_a": [[-0.1, -0.1, 0.4], [0.1, -0.1, -0.3], [0.4, 0.1, -0.5], [0.4, 0.0, -0.6], [0.1, 0.2, 0.2], [0.4, -0.1, 0.0], [-0.2, 0.0, 0.1], [-0.4, 0.5, -0.5], [-0.2, -0.2, -0.4], [-0.1, -0.1, 0.3], [0.5, -0.3, -0.3], [0.5, -0.4, 0.0], [0.0, 0.0, 0.0], [-0.8, 0.5, 0.6], [0.5, 0.1, -0.2], [-0.9, -0.5, 0.9], [-0.1, 0.4, 0.2]], "gap_ev": [10.83, 5.90], "total_charge": 2, "fmax_ev_per_a": 1.390, "spin_multiplicity": 2, "de_lowest_kcal_mol": 56.3}